(1)
Formula: C49H50LaN7O4PS2
Source: the Open Molecules 2025 dataset
Level of theory: ωB97M-V with the def2-TZVPD basis set

```
114
Properties=species:S:1:pos:R:3:forces:R:3
La -0.2111 -0.2255 0.1125 0.7742 0.9411 -0.8262
S -0.0464 7.6884 6.3024 0.0806 0.0683 0.0581
S 1.6959 -2.2262 1.0920 -0.0202 0.0053 -0.0555
P 0.5329 -1.8244 -2.7804 0.0459 0.2309 -0.0957
O 1.1702 7.0600 5.8255 -0.0384 -0.0147 -0.0154
O -0.5521 7.1677 7.5618 -0.0242 -0.0106 -0.0523
O -1.4844 -1.2442 1.4960 -0.8705 -0.8583 0.7452
O -0.0807 9.1307 6.1729 0.0047 -0.0357 -0.0066
N 4.0449 -1.8214 2.1758 -0.0514 -0.0108 -0.0215
N 3.3016 0.0275 1.1374 -0.1227 0.2218 -0.1702
N -2.4257 7.8583 5.0093 -0.1135 0.0980 -0.0043
N -0.9196 1.9482 1.6154 0.0369 -0.2518 0.0366
N -1.0990 5.9788 4.4936 0.0074 -0.0412 -0.0324
N 0.5177 2.2943 -0.9632 0.2375 -0.2077 -0.1026
N 2.3204 0.6587 0.4163 0.4709 0.2509 -0.1011
C -1.6836 4.2785 2.9453 -0.0260 -0.0496 -0.0312
C 2.9150 -0.3070 -2.7979 -0.0436 0.0289 0.0566
C -1.4062 -2.8447 4.7466 -0.0265 -0.0404 -0.0221
C 1.1026 -3.6612 -4.9888 -0.0049 0.0231 -0.1636
C -2.1236 2.4858 1.4240 -0.0292 0.0527 0.0831
C 0.6520 -4.7170 -5.7813 -0.0205 -0.0069 -0.0192
C -1.6604 1.4014 -3.9595 -0.0385 -0.0189 0.0449
C -2.8730 -3.6943 0.8041 -0.0719 -0.1906 -0.0409
C 0.1382 4.1990 -2.3552 0.0549 -0.0836 0.0621
C 4.4373 -2.3808 -1.8112 0.0438 0.0240 0.0048
C -1.6790 -2.1562 2.4569 -0.0350 0.2671 0.1935
C -3.2063 6.2464 3.4386 0.2037 -0.0442 0.1163
C -2.6196 -4.2258 3.2281 0.0177 -0.0413 0.0292
C 0.4384 -0.0543 -4.9665 0.0415 0.0416 0.0201
C -1.4439 -4.7926 -4.6373 -0.0134 -0.0584 -0.0374
C 1.4942 4.4747 -2.3795 -0.0737 -0.0613 0.0188
C 5.0131 -1.1323 -1.9883 -0.0551 0.0112 0.0029
C -1.3246 7.1173 5.1318 0.0579 0.1111 0.1459
C -3.8819 -2.7077 0.2279 -0.0091 0.1632 -0.0114
C 2.3326 -1.5588 -2.6191 -0.1292 0.0372 -0.1185
C -0.1028 2.5469 2.4849 0.0306 0.1452 -0.0344
C 4.2475 -0.0904 -2.4848 0.0095 -0.0779 -0.0388
C -1.0030 -3.7649 -3.8279 -0.0704 -0.0044 0.0645
C 3.1040 -2.6142 -2.1163 0.1100 -0.0516 -0.0437
C 2.3572 3.6489 -1.6801 -0.1800 -0.1052 0.0842
C -2.1436 -3.9907 4.5068 -0.0118 -0.0084 0.0193
C -1.0807 1.7682 -5.1520 0.0162 0.0235 -0.0313
C -0.2970 3.0934 -1.6378 0.0166 0.0936 -0.0203
C -3.3468 7.4163 4.1695 0.0095 -0.0052 -0.0181
C 2.4576 -3.0974 -5.3196 0.1521 0.0310 0.0227
C -2.5467 3.6377 2.0610 0.1267 -0.0657 -0.0025
C 1.8322 2.5695 -0.9746 0.0076 0.0638 0.0953
C 2.7291 1.7187 -0.1891 -0.0514 -0.3928 0.2342
C 2.5339 -3.9897 -1.9429 -0.0046 -0.0892 0.1041
C -0.1065 -0.4074 -3.7297 0.0501 -0.0071 -0.0538
C -1.6955 -3.9213 -0.1424 0.0979 0.1699 0.0608
C -0.0227 1.0325 -5.6811 -0.0060 -0.0258 0.0262
C -0.3281 -0.6978 4.0430 0.0238 0.1899 -0.1962
C 0.2618 -3.1928 -3.9760 -0.0859 0.0708 0.1448
C -1.2151 0.2945 -3.2042 -0.0133 -0.0157 0.0132
C -0.4347 3.7057 3.1616 0.0200 -0.1242 -0.1062
C -1.1532 -1.9237 3.7403 -0.0784 -0.1603 0.0201
C -2.3965 -3.3334 2.1895 0.0523 -0.0223 0.1120
C -0.5967 -5.2863 -5.6166 -0.0099 0.0158 0.0301
C -2.0268 5.5435 3.6514 -0.1323 0.0194 -0.0865
C 1.0036 -1.0446 4.7049 -0.0124 -0.0147 -0.0461
C -1.1172 0.3030 4.8855 -0.0059 -0.0212 0.0164
C 3.0487 -1.2176 1.4651 0.0578 -0.1964 0.0391
C -1.8586 -0.0656 -1.9391 -0.2598 0.0499 -0.2224
H -2.0175 0.6296 4.3664 -0.0779 0.0169 -0.0550
H 4.6796 0.8912 -2.6211 0.0360 0.0714 -0.0172
H -1.1327 -2.9926 -0.2880 -0.0612 -0.1953 -0.0799
H 2.5666 -2.0506 -5.0503 0.0194 -0.0931 0.0008
H -3.3866 -4.6602 0.9085 0.0382 0.0983 -0.0402
H 1.8756 5.3223 -2.9297 0.0190 0.0624 -0.0390
H -3.4547 -1.7074 0.1456 -0.0225 -0.0590 0.0065
H 0.8671 2.0832 2.6293 0.0238 -0.0107 0.0202
H 1.3039 -5.0829 -6.5640 0.0411 -0.0362 -0.0590
H 0.8548 -1.3995 5.7242 -0.0113 -0.0507 0.0847
H -1.4697 2.6211 -5.6939 -0.0182 0.0409 -0.0258
H -2.7772 1.9677 0.7320 -0.0568 -0.0339 -0.0464
H -4.7670 -2.6466 0.8611 -0.0365 0.0150 0.0392
H 6.0493 -0.9743 -1.7274 0.0771 0.0189 0.0244
H 5.0296 -3.1927 -1.4102 0.0406 -0.0488 0.0332
H 0.2500 4.1766 3.8505 0.0531 0.0355 0.0466
H -0.9095 -6.0988 -6.2565 -0.0239 -0.0565 -0.0468
H 1.2537 -0.6412 -5.3692 0.0023 0.0340 -0.0162
H 3.8288 -2.6925 2.6300 0.0056 0.1036 -0.0403
H 1.4924 -3.9578 -1.6220 -0.0278 -0.0121 0.0562
H -1.0138 -2.6595 5.7376 0.0261 -0.0023 0.0857
H 2.3167 0.5162 -3.1637 -0.0689 0.0490 -0.0730
H -0.1106 -0.2107 3.0847 0.0307 -0.0879 0.1490
H -2.0345 -4.2683 -1.1186 -0.0339 -0.0189 -0.0239
H -2.5155 1.9567 -3.5939 -0.0601 0.0300 0.0244
H -3.5370 4.0130 1.8619 -0.0994 0.0515 -0.0205
H 3.0909 -4.5347 -1.1852 0.0555 -0.0615 0.0419
H -1.0048 -4.6597 0.2645 0.0396 -0.0286 0.0159
H 4.7450 -1.2220 2.5785 0.0306 0.0167 0.0214
H 2.5722 -4.5538 -2.8798 -0.0258 0.0008 0.0861
H -2.7390 0.5644 -1.7627 -0.0176 -0.0368 0.0017
H 3.2527 -3.6406 -4.8014 -0.0007 0.0302 -0.0126
H 2.6345 -3.1963 -6.3907 0.0404 -0.0001 -0.0081
H -0.5739 4.8116 -2.8843 -0.0561 0.0547 -0.0392
H -4.2382 8.0269 4.0633 -0.0215 0.0007 0.0209
H 3.4188 3.8355 -1.6591 0.1306 0.0200 0.0051
H -1.6563 -3.3837 -3.0533 -0.0153 0.0187 0.0280
H -2.4340 -5.2052 -4.4992 -0.0273 -0.0227 0.0008
H -2.2015 -1.1094 -1.9394 0.0946 0.0536 0.0764
H -4.1975 -3.0258 -0.7654 -0.0550 -0.0313 -0.1159
H 1.6431 -0.1640 4.7586 0.0560 0.0891 0.0057
H 1.5243 -1.8190 4.1417 0.0104 -0.0041 -0.0295
H 0.4210 1.2988 -6.6292 0.0299 0.0156 -0.0643
H 3.7844 1.9883 -0.1358 -0.1046 0.0079 0.0569
H -3.1750 -5.1327 3.0179 -0.0249 -0.0398 0.0075
H -1.4232 -0.1481 5.8306 -0.0091 -0.0335 0.0430
H -2.3345 -4.6972 5.3017 -0.0134 -0.0513 0.0558
H -3.9750 5.9249 2.7553 -0.0495 -0.0455 -0.0721
H -0.5182 1.1822 5.1166 0.0657 0.1027 0.0201
H -1.3466 2.8358 -1.6016 -0.0654 -0.0127 -0.0099
```
Positions in Å, forces in eV/Å.

multiplicity	1
energy above the lowest of the compared OMol25 structures with the same formula, charge and spin	0.0	kcal per mole
E_LUMO	1.0	eV
total energy	-3751.01590	hartree
net charge	-1

Atomic partial charges in e from the Löwdin method, atoms 1 to 6: 1.7061 0.3865 0.5521 1.0861 -0.3739 -0.3642

(2)
Formula: C49H53CaCl2N7O2S2
Source: the Open Molecules 2025 dataset
Level of theory: ωB97M-V with the def2-TZVPD basis set

```
116
Properties=species:S:1:pos:R:3:forces:R:3
Ca -1.1290 -0.7061 1.0786 0.2548 0.0161 -0.0785
Cl -3.7431 -2.8504 -0.9874 0.0964 -0.0023 0.1237
Cl -0.2135 -5.1778 2.5590 -0.2203 -0.1104 0.1247
S 2.0493 0.0994 -0.9631 -0.1238 0.0292 -0.1894
S -0.8433 1.9719 -1.1563 -0.3316 0.3385 0.6124
O -1.7977 2.7471 -0.2864 0.1530 -0.1540 -0.1357
O 2.9612 0.4469 -2.0933 0.0442 0.1116 0.1274
N 0.5905 -1.8243 2.7769 -0.2398 -0.0363 0.5049
N -0.9020 -1.1906 -1.4664 0.1756 0.2714 0.3083
N -1.3378 -2.8122 0.9683 -0.3361 -0.8266 0.1789
N -0.6466 1.4356 2.2214 -0.1099 0.5861 0.0700
N -3.4968 -0.3092 1.2556 -0.4624 -0.1081 -0.0353
N -1.8917 -0.6611 3.7008 -0.1469 -0.0397 -0.0470
N -0.2094 -2.2362 -3.5983 -0.1271 -0.1969 0.3654
C -1.3582 -1.9020 4.2843 -0.0165 0.0751 -0.0826
C -1.0597 -3.2919 -4.1397 0.0437 0.0808 0.0281
C 2.3200 -3.3299 1.1009 0.2463 -0.2598 -0.2464
C 1.4086 4.9099 0.9303 0.0474 -0.1071 -0.0237
C 1.8164 -2.2281 0.4175 0.5481 0.3136 -0.4182
C 2.2819 3.1942 2.4264 -0.0428 0.1111 0.1412
C -3.2009 -4.1575 0.0920 -0.1385 -0.0419 -0.0358
C 3.8899 4.0586 -1.4081 -0.1227 -0.0767 0.0348
C -3.8559 0.8106 -3.5092 0.0012 0.0141 0.0611
C 3.2026 5.6262 -3.6090 -0.1173 -0.0378 0.0005
C 1.8630 3.5756 1.1322 -0.1011 0.1395 -0.0197
C -1.1169 1.1488 -3.7978 0.0312 -0.0564 0.0169
C -1.9999 -3.9222 0.8898 0.0638 -0.0954 -0.0723
C 4.5600 -2.5539 0.7132 0.0503 0.0826 0.0120
C 1.3727 5.7957 1.9627 0.0432 0.0297 0.2176
C 3.6901 -3.5013 1.2639 0.0005 0.0415 -0.0932
C 2.2497 4.1472 3.4806 0.0511 -0.1716 -0.0680
C 0.8820 4.7614 -3.5135 0.2084 0.0701 0.0074
C -0.5542 -1.6798 -2.4514 -0.0873 0.0000 -0.5157
C 4.2345 -4.6705 2.0399 -0.0744 -0.0167 -0.0130
C 0.1556 -2.0362 4.1617 -0.1396 0.0442 -0.1230
C 4.0775 -1.4501 0.0356 0.1162 -0.1594 -0.1026
C -2.4387 -6.3217 1.5823 -0.0104 -0.0372 -0.0388
C -0.0353 3.9297 -2.9626 0.0089 -0.0672 0.0199
C -3.3658 -0.6772 3.6786 0.1362 0.0144 0.0230
C 4.8215 4.8541 -2.0048 0.0545 0.1226 -0.1653
C -1.6914 -5.1685 1.5889 -0.0670 0.0241 -0.0352
C 2.2181 4.7960 -3.0174 -0.1562 0.0824 -0.1152
C -3.1136 1.3422 -2.4596 -0.0826 -0.0161 -0.1464
C -1.7508 1.5052 -2.6133 0.0409 0.0002 -0.0576
C 4.4725 5.6573 -3.1157 0.0902 -0.0586 0.1421
C 2.6826 1.8575 2.6546 0.0355 0.1505 0.1500
C -3.9703 -5.3030 0.0745 0.0704 0.0917 -0.0183
C 2.2309 1.3205 0.3484 0.1049 -0.0529 0.0553
C 2.6271 0.9383 1.6563 0.0787 -0.1113 -0.1743
C -1.8709 0.6281 -4.8320 -0.0460 0.0031 -0.0248
C -3.2489 0.4383 -4.7007 0.0451 -0.0269 -0.0267
C -1.4043 1.7417 3.4459 0.0321 -0.1475 -0.1829
C 0.8388 -1.6700 -4.4291 -0.0169 0.0323 0.0106
C 0.3290 3.1083 -1.8630 -0.5213 0.0406 -0.4781
C 2.7028 -1.2921 -0.0970 0.0780 -0.4383 -0.1270
C 1.8690 2.6161 0.0700 0.0772 0.1721 -0.0850
C -1.3856 0.5358 4.3672 0.0566 -0.0736 -0.0202
C 1.5593 3.1826 -1.2919 0.5695 -0.2064 0.4028
C -4.0401 -0.1801 -5.8214 -0.0112 0.0194 0.0113
C 1.8047 5.4127 3.2574 -0.0784 0.1723 -0.1362
C 2.5590 4.0089 -1.8977 0.1237 -0.0015 -0.0073
C -3.9324 -1.1878 2.3667 0.1161 0.1386 -0.0633
C -3.6117 -6.4139 0.8297 0.0989 0.0612 0.0785
H -0.9971 2.6060 3.9793 -0.0154 0.0579 0.0315
H 0.0609 -2.5212 2.1753 0.0091 0.1930 0.2827
H -3.7931 0.2789 -6.7797 0.0000 -0.0023 0.0110
H 3.5803 -5.5381 1.9595 -0.0177 0.0200 -0.0096
H 2.9253 6.2362 -4.4606 -0.0010 -0.0152 0.0054
H 1.0084 6.8009 1.7936 0.0155 -0.0046 0.0227
H -3.7288 0.3415 3.8474 0.0167 -0.0025 -0.0056
H -1.8116 -2.7368 3.7444 -0.0109 0.0312 -0.0162
H 0.6083 5.4033 -4.3427 0.0436 -0.0033 0.0109
H -4.9247 0.6764 -3.3907 0.0154 -0.0028 0.0024
H -3.5503 -2.1900 2.1648 0.0004 0.0115 -0.1034
H -5.1116 -0.0736 -5.6565 0.0162 0.0069 0.0030
H -3.7547 -1.2881 4.5030 -0.0159 0.0061 0.0360
H 5.2280 -4.9521 1.6921 0.0032 0.0153 -0.0055
H 1.6279 -4.0556 1.5164 0.0794 0.0894 -0.1716
H 2.8973 -0.0905 1.8556 -0.0392 0.1576 0.0013
H -1.9454 0.7512 5.2894 0.0259 0.0261 0.0276
H 1.0755 5.2171 -0.0522 -0.0197 0.0000 0.0535
H 5.2167 6.2983 -3.5704 0.0088 -0.0239 -0.0034
H -3.9176 0.6114 1.3299 -0.0366 -0.0077 0.0462
H -0.0442 1.2693 -3.9107 -0.0396 0.0065 0.0197
H 2.5777 3.8420 4.4677 -0.0028 -0.0102 -0.0225
H -4.8588 -5.3272 -0.5464 0.0308 0.0166 0.0093
H 5.8382 4.8651 -1.6332 -0.0216 0.0250 0.0002
H -1.6141 -2.9243 -5.0079 -0.0130 -0.0043 -0.0077
H 1.5757 -2.0483 2.6910 -0.2471 0.1925 0.2786
H -4.2149 -7.3113 0.8325 0.0378 0.0171 -0.0076
H -0.3482 0.3613 4.6546 -0.0136 -0.0230 0.0160
H 1.4299 -0.9607 -3.8541 0.0493 0.0052 0.0476
H 1.7755 6.1300 4.0676 -0.0047 0.0020 -0.0182
H -1.6422 -1.9874 5.3454 -0.0064 -0.0019 0.0137
H -1.3849 0.3638 -5.7651 -0.0165 -0.0038 0.0122
H -2.4256 1.9949 3.1547 -0.0052 -0.0067 -0.0271
H 4.7504 -0.7240 -0.4059 -0.0276 -0.0015 0.0063
H -1.0463 3.8914 -3.3475 0.0375 -0.0282 0.0336
H -1.7638 -3.6103 -3.3736 -0.0019 0.0001 -0.0075
H 5.6304 -2.6879 0.8226 -0.0090 -0.0035 -0.0038
H 4.3124 -4.4190 3.0997 0.0159 -0.0016 0.0173
H -2.0979 -7.1673 2.1682 -0.0039 0.0192 0.0065
H -3.8119 -0.7219 0.3780 -0.0068 -0.0227 0.0517
H 0.3927 -3.0426 4.5201 0.0586 -0.0538 0.0220
H -0.4482 -4.1432 -4.4406 0.0159 0.0022 0.0007
H 0.4145 -1.1557 -5.2960 -0.0042 -0.0228 -0.0218
H -5.0214 -1.2418 2.4419 -0.0458 -0.0307 0.0160
H -3.5855 1.6300 -1.5293 0.0141 0.0108 0.0048
H 0.6685 -1.3375 4.8285 0.0182 0.0246 -0.0096
H 4.1700 3.4410 -0.5647 -0.0293 -0.0044 -0.0111
H 0.7440 -2.0909 0.3357 0.0678 -0.4911 -0.3478
H 0.3445 1.4082 2.4360 0.0092 0.0303 0.0300
H 1.4944 -2.4675 -4.7808 0.0115 -0.0081 0.0154
H 3.0119 1.5647 3.6453 -0.0175 0.0178 -0.0065
H -3.8233 -1.2476 -5.9025 0.0029 0.0093 0.0060
H -0.7978 2.1828 1.5453 0.0042 0.0401 0.0392
```
Positions in Å, forces in eV/Å.

multiplicity	1
E_LUMO	-0.3	eV
total energy	-4827.15978	hartree
net charge	0

Atomic partial charges in e from the Löwdin method, atoms 1 to 6: 1.1756 0.6078 0.6703 0.9677 0.9727 -0.4944